1.
The following is a quantum chemistry calculation of a structure of composition C42H48MoN4S2, from the OMol25 dataset.

gap between HOMO and LUMO (alpha / beta)	5.501 / 5.502	eV
charge	0
molar mass	768.95	Da
maximum force	1.72	eV/Å
E_LUMO (alpha / beta)	-1.0 / -1.0	eV

```
97
Properties=species:S:1:pos:R:3:forces:R:3
Mo 0.04242 0.32694 -0.16601 0.232 1.383 -0.997
C 4.47454 0.42539 4.63550 -0.011 0.007 -0.015
C 4.30833 1.35213 3.42555 -0.020 -0.041 0.041
C 3.57384 0.70590 2.29296 -0.022 0.078 0.099
C 4.09133 -0.11849 1.33896 0.120 -0.041 -0.153
C 5.56261 -0.45589 1.27361 -0.073 -0.023 -0.041
C 6.11165 -1.27813 0.11043 -0.022 0.036 0.016
C 2.97983 -0.50585 0.49785 0.069 -0.082 -0.075
N 1.82993 0.12664 0.90777 -0.032 -0.428 0.366
C 2.16668 0.81623 2.03999 -0.053 0.041 0.025
C 1.26894 1.45915 2.87159 0.113 0.024 0.033
C -0.09675 1.50256 2.71937 -0.141 -0.126 -0.037
C -0.99309 2.18691 3.61705 0.088 0.080 -0.011
C -0.57922 2.97451 4.81887 0.020 0.047 -0.001
C 0.05315 4.32005 4.44271 -0.025 0.007 0.005
C -2.24115 2.05142 3.10347 -0.107 -0.011 0.032
C -2.11021 1.27314 1.89520 0.164 -0.024 0.047
C -3.14638 0.96939 1.04539 -0.096 -0.004 -0.070
C -3.05858 0.24116 -0.12690 0.037 0.070 0.065
N -1.90547 -0.28592 -0.63901 -0.139 -0.453 0.299
C -2.29161 -1.08159 -1.69190 0.010 -0.118 -0.083
C -1.42208 -1.93211 -2.35126 -0.152 0.069 0.020
C -0.09058 -2.13566 -2.06007 0.211 -0.010 0.107
N 0.62888 -1.47818 -1.09094 0.068 -0.161 -0.156
C 1.92590 -1.91064 -1.23521 -0.220 -0.069 -0.030
C 3.00476 -1.44709 -0.51482 0.097 0.093 0.109
C 2.01404 -2.89773 -2.28313 0.106 -0.010 0.016
C 0.76073 -3.04083 -2.78955 -0.131 0.010 -0.047
C 0.31483 -3.94706 -3.89493 -0.034 -0.015 0.058
C -0.48421 -5.15685 -3.39469 0.006 0.037 0.007
C 3.25151 -3.61925 -2.72598 -0.026 -0.026 0.071
C 3.30519 -5.07031 -2.23534 -0.011 0.052 0.014
C -3.71874 -0.97149 -1.90456 0.039 -0.026 -0.190
C -4.18297 -0.13986 -0.92887 -0.082 0.030 0.056
C -5.60215 0.27231 -0.69029 0.001 -0.049 0.044
C -6.39020 -0.75193 0.13463 0.015 0.006 -0.005
C -4.62520 -1.57305 -2.95239 0.081 -0.005 0.014
C -4.03917 -2.41292 -4.08411 -0.001 0.038 0.014
N -0.79614 0.92473 1.68751 -0.073 0.058 0.154
C -3.51667 2.58231 3.68203 -0.018 -0.073 0.009
C -4.07007 1.68658 4.79639 0.020 -0.006 -0.034
H 5.00764 0.92992 5.44331 -0.013 -0.012 -0.020
H 5.03347 -0.47473 4.37318 -0.027 0.026 -0.006
H 3.49979 0.11050 5.01326 0.021 0.002 -0.007
H 5.28925 1.67995 3.07376 0.021 -0.015 0.014
H 3.78365 2.25620 3.73855 0.011 0.033 -0.025
H 5.84140 -0.95305 2.20756 -0.020 -0.005 0.002
H 6.09732 0.49832 1.28984 0.019 0.017 0.012
H 5.74254 -2.30436 0.12048 0.001 0.005 0.001
H 7.19782 -1.32904 0.19264 -0.006 0.008 -0.006
H 5.87472 -0.82783 -0.85508 -0.005 -0.014 0.024
H 1.67175 1.95234 3.74672 0.027 -0.004 -0.029
H 0.11543 2.39069 5.42932 0.014 0.011 -0.009
H -1.45506 3.15649 5.44442 0.006 -0.027 0.016
H 0.94544 4.18647 3.82924 -0.029 -0.006 0.014
H 0.32937 4.88167 5.33679 0.002 -0.004 -0.023
H -0.64977 4.92075 3.86211 0.021 -0.017 0.020
H -4.12943 1.31364 1.33594 -0.008 -0.002 -0.030
H -1.81754 -2.52328 -3.15856 -0.013 0.010 -0.013
H 3.95404 -1.89015 -0.75498 0.024 0.011 0.002
H 1.19225 -4.29423 -4.44430 0.004 0.006 0.005
H -0.28709 -3.37949 -4.60983 -0.010 -0.014 -0.019
H 0.08727 -5.71800 -2.65333 -0.009 0.005 -0.023
H -0.73182 -5.82948 -4.21737 -0.004 0.018 0.008
H -1.41565 -4.84518 -2.91775 0.032 -0.007 -0.002
H 4.13959 -3.08935 -2.37867 0.001 0.017 -0.022
H 3.30019 -3.59765 -3.81729 0.002 -0.024 -0.010
H 3.25826 -5.11037 -1.14517 0.000 0.000 -0.025
H 4.22630 -5.55939 -2.55673 -0.014 0.014 0.003
H 2.46355 -5.64573 -2.62412 0.015 0.015 0.008
H -6.09428 0.42913 -1.65273 -0.024 -0.019 -0.005
H -5.62604 1.23608 -0.17945 0.005 0.032 -0.031
H -6.42491 -1.72223 -0.36440 0.018 0.034 0.014
H -7.41702 -0.41798 0.29433 0.026 -0.009 -0.004
H -5.92277 -0.89930 1.11033 -0.010 0.000 -0.021
H -5.17209 -0.73979 -3.40326 -0.024 0.017 -0.006
H -5.38766 -2.16929 -2.44182 0.016 0.002 0.014
H -3.28210 -1.86617 -4.64925 -0.014 -0.015 0.028
H -4.83724 -2.68043 -4.77751 0.009 0.006 0.000
H -3.60328 -3.34540 -3.72309 -0.001 0.005 -0.002
H -4.26885 2.68731 2.89895 0.010 0.034 -0.016
H -3.34156 3.59008 4.06497 -0.004 -0.004 0.035
H -4.26271 0.68011 4.41888 0.002 0.028 0.011
H -5.00336 2.08667 5.19627 0.020 -0.004 -0.009
H -3.35631 1.59829 5.61783 -0.018 0.003 -0.030
S 0.89066 0.88403 -2.38421 -0.126 -0.088 0.328
C 0.83087 2.58923 -2.68990 0.048 -0.119 -0.077
C 1.27360 3.12525 -3.90602 0.021 0.035 -0.056
C 1.21815 4.48637 -4.12616 0.016 -0.089 -0.009
C 0.71886 5.33600 -3.13535 -0.031 -0.004 0.071
C 0.28090 4.81457 -1.93536 -0.007 0.067 -0.006
C 0.33447 3.43415 -1.70509 -0.059 0.052 0.128
S -0.20893 2.75204 -0.20668 0.054 -0.373 0.007
H 1.65973 2.45704 -4.66772 -0.016 0.031 0.028
H 1.56276 4.89359 -5.06841 -0.004 0.000 0.008
H 0.67453 6.40420 -3.30669 0.002 -0.010 -0.002
H -0.10854 5.46417 -1.15925 0.018 -0.024 -0.036
```
Positions in Å, forces in eV/Å.

***

2.
The following is a quantum chemistry calculation of a cluster of 9 separate species, C21H51F6N4O19S2 in total, from the OMol25 dataset.

gap between HOMO and LUMO	9.493	eV
charge	-1
molar mass	841.77	Da
maximum force	3.21	eV/Å
E_LUMO	2.3	eV

```
103
Properties=species:S:1:pos:R:3:forces:R:3
C -1.43844 -2.67630 -5.80409 -0.463 1.642 0.162
C -1.34041 -1.65052 -4.63528 1.595 -0.036 0.580
C -1.52868 -0.20320 -5.10859 1.504 -0.620 -0.298
O -1.56350 0.61566 -3.95378 0.509 -2.190 -0.301
C -1.90933 1.90281 -4.30893 1.725 0.678 0.268
N -2.40118 -1.83573 -3.65895 -0.512 -2.497 0.456
H -2.49010 -2.88429 -3.57226 -0.222 1.602 0.253
H -2.22358 -1.50064 -2.68740 0.302 -0.323 -1.096
H -3.57305 -0.19742 -3.27653 0.855 -1.244 -1.250
H -1.73776 -2.08370 -6.65589 -0.471 0.051 -0.608
H -2.22236 -3.41620 -5.64994 0.294 -0.195 0.129
H -0.48970 -3.06831 -6.12380 0.370 -0.584 0.413
H -0.31512 -1.79502 -4.15319 -1.031 0.403 -0.493
H -2.47819 -0.23110 -5.69312 0.375 0.594 0.339
H -0.65227 0.19357 -5.73209 -1.174 -0.721 0.293
H -2.95195 1.90539 -4.37547 -1.804 0.747 -0.501
H -1.39353 2.11689 -5.26901 -0.413 0.616 0.482
H -1.54735 2.48892 -3.46472 -0.186 0.702 -0.441
C -3.00025 -1.97940 2.70937 -0.678 -0.864 -0.855
C -1.74933 -2.81495 2.49929 0.165 -0.020 0.171
C -2.04045 -4.21651 2.05536 0.122 -1.619 0.868
O -0.86329 -5.04710 2.08252 -0.272 -0.084 -0.902
C -0.71467 -5.94254 0.95080 -0.806 -1.092 1.041
N -0.81888 -2.11303 1.57613 0.681 -0.448 -1.464
H -0.83685 -1.09604 1.61704 -0.864 0.639 0.058
H 0.17519 -2.25551 1.80970 -0.083 -0.667 0.363
H -0.94936 -2.39856 0.57012 -0.308 -0.023 0.339
H -3.72149 -2.54530 3.33554 0.556 0.542 -0.040
H -3.54682 -1.76245 1.74978 0.764 -0.054 0.789
H -2.64101 -1.07299 3.16199 -0.546 0.538 0.288
H -1.21190 -2.91913 3.42559 0.295 0.240 0.573
H -2.48564 -4.19428 1.07594 -0.335 -0.230 -0.519
H -2.71714 -4.69225 2.83154 0.221 0.755 -0.986
H 0.14914 -6.61881 1.19221 -0.889 0.672 -0.167
H -0.49762 -5.36730 0.07516 0.092 0.219 -0.610
H -1.66127 -6.60049 0.73443 1.516 1.182 0.613
C 1.95107 1.09108 -2.88681 2.570 -0.452 -1.086
C 1.67626 0.02657 -1.85919 -2.752 1.312 0.344
C 2.64079 0.00891 -0.76753 1.190 -0.432 1.444
O 2.85492 1.32819 -0.29987 -0.661 0.237 -0.196
C 4.05113 1.54205 0.38977 -0.473 1.726 0.771
N 0.26637 0.31160 -1.23832 0.651 0.114 -0.250
H 0.03695 -0.33511 -0.49508 0.173 -0.224 0.199
H 0.08311 1.25777 -0.88876 0.592 0.183 0.033
H -0.46371 0.17887 -1.91016 -0.642 -0.263 -1.003
H 2.14985 2.09742 -2.50117 -0.492 -0.689 0.040
H 1.20168 1.08769 -3.65614 -0.514 0.187 -0.269
H 2.93425 0.77268 -3.42435 -1.491 0.462 0.819
H 1.56737 -0.95614 -2.27844 0.021 -0.257 -0.155
H 3.48522 -0.47346 -1.24328 1.090 0.316 0.038
H 2.43032 -0.66033 0.09123 -0.443 0.195 -0.409
H 4.85702 1.51866 -0.30394 1.049 -0.213 -0.471
H 4.16329 0.83741 1.18414 0.336 -0.720 0.615
H 4.05886 2.57884 0.87400 -0.321 -1.282 -0.781
C 0.18254 5.13088 3.53855 -1.355 -0.533 -0.075
C 1.22020 4.09756 3.27516 1.293 -0.710 0.034
C 1.44223 3.08301 4.37162 -0.138 -0.190 -0.031
O 2.69904 2.47462 4.13795 -0.341 0.550 -0.491
C 2.93008 1.23314 4.76970 0.628 -0.416 0.068
N 0.93338 3.27915 2.06272 2.484 -0.391 -1.522
H 1.16070 3.88553 1.17246 -1.140 -1.304 1.066
H 1.62815 2.45727 2.02371 -1.171 1.488 0.162
H -0.05381 2.85339 2.04626 0.307 0.911 -0.020
H -0.12991 5.59038 2.59117 -0.335 -0.282 0.297
H 0.59490 5.91998 4.11916 0.431 0.625 0.666
H -0.64994 4.67775 4.12261 0.151 0.488 -0.738
H 2.18722 4.62147 3.18699 -0.203 -0.397 -0.631
H 0.58551 2.37994 4.30916 0.450 -0.064 0.368
H 1.44153 3.60070 5.31956 -0.089 0.012 0.651
H 3.94741 0.87512 4.45344 -1.140 0.377 0.382
H 2.19120 0.49561 4.45853 0.044 0.013 -0.045
H 2.88176 1.32870 5.86540 0.129 -0.014 -0.162
C 1.48365 5.10910 -2.66797 -0.788 0.264 1.174
F 2.36816 4.11973 -2.61354 1.042 0.440 -0.290
F 2.03583 6.30007 -2.39119 0.526 -0.266 -0.141
F 0.98011 5.16457 -3.87700 -0.236 0.040 -0.985
S 0.21963 4.70700 -1.41948 -1.681 -2.502 -1.099
O 0.98287 4.64465 -0.20398 1.112 0.564 1.018
O -0.79336 5.70830 -1.46850 -0.182 0.763 -0.154
O -0.20963 3.36514 -1.87291 0.431 1.066 0.432
C 2.96959 -3.78548 3.29874 -0.454 1.249 -0.471
F 1.94096 -4.58709 3.07549 0.047 -1.078 -0.859
F 3.88395 -4.44994 4.00688 -0.105 0.331 -0.234
F 3.53166 -3.35183 2.12234 -0.171 -1.094 0.586
S 2.21748 -2.30019 4.05482 1.936 -1.268 2.009
O 3.45109 -1.58157 4.37899 -1.272 0.326 -0.392
O 1.37177 -1.80192 2.97962 0.297 0.656 0.116
O 1.50059 -2.84517 5.20121 0.030 0.724 -0.704
O 0.03707 -4.39483 -2.64159 0.113 1.872 1.776
C -0.21677 -3.38061 -1.62299 0.119 1.301 -0.730
O 0.71530 -2.53209 -1.51543 -1.479 -1.765 0.234
O -1.35916 -3.35456 -1.04518 2.018 -0.763 -0.811
H -0.75719 -4.90602 -2.63893 -0.934 -0.708 -0.034
O -3.13060 0.98572 1.77082 -1.067 1.754 0.628
C -1.83138 1.55229 1.72770 -0.518 -0.785 -0.926
O -1.04475 0.80195 1.16529 1.204 -0.991 -0.166
O -1.62920 2.68105 2.16288 -0.729 0.732 0.862
H -3.75065 1.68655 2.10102 0.896 -0.714 0.010
O -4.29746 1.04710 -0.69627 -0.310 -0.243 0.075
C -3.65621 0.22329 -1.50174 1.352 0.270 -1.434
O -4.12404 0.38446 -2.77415 -0.802 0.578 2.568
O -2.68157 -0.49647 -1.26357 -1.682 1.137 0.755
H -3.95660 1.04576 0.22892 0.517 -0.567 -0.425
```
Positions in Å, forces in eV/Å.

***

3.
The following is a quantum chemistry calculation of a structure of composition C9H16CaOP, from the OMol25 dataset.

gap between HOMO and LUMO (alpha / beta)	3.248 / 3.247	eV
charge	-1
molar mass	211.28	Da
maximum force	2.08	eV/Å
ΔE to the lowest compared entry with this formula, charge and spin	0.00	kJ/mol
E_LUMO (alpha / beta)	2.7 / 2.7	eV

```
28
Properties=species:S:1:pos:R:3:forces:R:3
C -1.65635 0.87002 0.49407 -0.191 -1.653 -0.121
C -1.66971 2.14638 0.00008 -0.669 0.563 -0.152
C -0.60029 3.08355 -0.04407 -0.009 0.652 -1.284
C 0.72131 2.93509 0.45949 0.230 1.140 -0.177
C 1.18424 1.81111 1.06770 1.410 -1.531 0.073
Ca 0.35530 0.49288 -0.63333 -0.826 1.090 1.061
P -1.48877 -1.95765 -0.77565 -0.173 0.095 0.078
H -2.64226 0.37771 0.57808 -0.209 0.422 -0.235
H -2.59508 2.55622 -0.45260 0.046 0.075 0.339
H -0.82183 4.04867 -0.54818 0.116 -0.604 0.270
H 2.22616 1.78888 1.43934 0.019 0.675 0.048
H 1.33206 3.86232 0.27807 -0.217 -0.425 0.392
H -1.29202 -2.94808 -1.76969 -0.116 -0.502 -0.154
H -2.89845 -2.00667 -0.94409 0.257 0.266 0.013
H -1.52962 -2.91065 0.27947 0.147 0.013 -0.038
C 2.68793 -3.53432 0.11955 -0.236 0.124 0.059
C 3.31713 -2.67851 1.22404 0.147 0.627 -0.573
C 2.43484 -1.42455 1.27627 -0.827 -0.025 0.004
O 1.79670 -1.30276 -0.05451 0.936 -1.536 0.152
C 2.03779 -2.52836 -0.84055 0.082 0.682 0.510
H 3.43742 -4.15553 -0.37952 -0.250 -0.032 0.013
H 1.91118 -4.16535 0.55704 0.089 -0.106 -0.092
H 4.35601 -2.40021 0.96413 -0.431 -0.164 0.119
H 3.31472 -3.18991 2.18034 0.117 -0.058 0.126
H 1.61232 -1.52591 2.02404 0.571 0.171 -0.574
H 2.99626 -0.50601 1.49719 -0.390 -0.212 -0.270
H 2.73311 -2.26496 -1.65365 -0.277 -0.055 0.119
H 1.07439 -2.88767 -1.26566 0.654 0.307 0.295
```
Positions in Å, forces in eV/Å.

***

Question: Which value of molar mass does entry 3 give?
Answer: 211.28 Da